{"formula": "C21H52Li2N3O2", "method": "ωB97M-V with the def2-TZVPD basis set", "relative_energy_kcal_mol": 0.0, "charge": 1, "e_tot_ha": -1161.00524, "lumo_ev": -3.435, "elements": ["Li", "Li", "O", "H", "C", "C", "N", "C", "C", "C", "C", "H", "H", "H", "H", "H", "H", "H", "H", "H", "H", "H", "H", "H", "H", "H", "C", "C", "N", "C", "C", "C", "C", "H", "H", "H", "H", "H", "H", "H", "H", "H", "H", "H", "H", "H", "H", "H", "C", "C", "N", "C", "C", "C", "C", "H", "H", "H", "H", "H", "H", "H", "H", "H", "H", "H", "H", "H", "H", "H", "C", "C", "O", "C", "H", "H", "H", "H", "H", "H"], "positions_angstrom": [[-1.54, 15.69, 20.83], [-0.99, 13.45, 19.85], [0.22, 14.99, 20.31], [1.14, 15.17, 20.39], [-1.02, 19.92, 19.74], [-0.82, 18.47, 20.26], [-2.01, 17.61, 20.24], [-2.56, 17.36, 18.91], [-1.53, 16.87, 17.90], [-3.05, 18.14, 21.12], [-4.06, 17.09, 21.57], [-0.16, 20.50, 20.07], [-1.99, 20.34, 20.00], [-0.98, 19.93, 18.64], [-0.03, 18.06, 19.64], [-0.42, 18.47, 21.27], [-3.44, 16.71, 18.93], [-2.97, 18.29, 18.48], [-0.89, 17.70, 17.60], [-0.92, 16.05, 18.32], [-1.97, 16.41, 17.01], [-3.58, 19.00, 20.69], [-2.57, 18.57, 22.00], [-3.58, 16.19, 21.98], [-4.74, 16.75, 20.79], [-4.67, 17.46, 22.39], [7.01, 16.52, 17.87], [5.65, 15.96, 18.32], [5.00, 16.80, 19.34], [3.59, 16.45, 19.46], [2.75, 17.03, 18.32], [5.75, 16.63, 20.60], [5.32, 17.64, 21.66], [7.04, 17.60, 17.96], [7.15, 16.27, 16.82], [7.84, 16.04, 18.38], [4.99, 15.89, 17.45], [5.80, 14.93, 18.68], [3.23, 16.80, 20.43], [3.43, 15.36, 19.47], [1.69, 16.84, 18.52], [2.99, 16.45, 17.43], [2.86, 18.10, 18.16], [5.53, 15.62, 20.97], [6.81, 16.70, 20.38], [5.24, 18.66, 21.28], [4.34, 17.40, 22.07], [6.07, 17.72, 22.45], [0.43, 11.58, 21.13], [-0.13, 10.89, 19.89], [-0.42, 11.85, 18.79], [-1.52, 11.34, 17.95], [-2.87, 11.30, 18.63], [0.78, 12.05, 17.99], [0.68, 13.30, 17.08], [0.72, 10.77, 21.81], [-0.32, 12.11, 21.72], [1.35, 12.14, 20.97], [0.58, 10.12, 19.55], [-0.99, 10.31, 20.20], [-1.55, 11.92, 17.03], [-1.27, 10.34, 17.56], [-2.99, 10.64, 19.49], [-3.22, 12.28, 18.96], [-3.62, 10.88, 17.95], [1.00, 11.18, 17.36], [1.71, 12.17, 18.54], [0.05, 13.14, 16.21], [1.66, 13.63, 16.75], [0.27, 14.12, 17.67], [1.16, 16.31, 23.41], [-0.17, 15.59, 23.50], [-1.16, 16.11, 23.04], [-0.22, 14.25, 24.19], [1.02, 17.17, 22.76], [1.92, 15.64, 22.99], [1.47, 16.71, 24.37], [-0.47, 14.37, 25.24], [0.75, 13.76, 24.14], [-0.96, 13.63, 23.70]], "lowdin_charge": [0.62, 0.64, -0.50, -0.10, -0.05, -0.24, -0.26, -0.25, -0.08, -0.26, -0.08, 0.08, 0.07, 0.07, 0.09, 0.11, 0.11, 0.13, 0.08, 0.03, 0.08, 0.12, 0.13, 0.05, 0.07, 0.09, -0.09, -0.26, -0.19, -0.28, -0.07, -0.24, -0.09, 0.08, 0.07, 0.07, 0.10, 0.12, 0.09, 0.11, 0.04, 0.06, 0.08, 0.12, 0.11, 0.08, 0.05, 0.07, -0.09, -0.24, -0.26, -0.25, -0.08, -0.25, -0.06, 0.09, 0.06, 0.08, 0.13, 0.11, 0.11, 0.14, 0.07, 0.07, 0.09, 0.13, 0.12, 0.07, 0.08, 0.04, 0.00, -0.48, 0.01, 0.00, 0.07, 0.09, 0.10, 0.10, 0.09, 0.08]}


{"formula": "CH7NOS", "method": "ωB97M-V with the def2-TZVPD basis set", "relative_energy_kcal_mol": 0.7, "smiles": "NCO.S", "e_tot_ha": -570.45728, "lumo_ev": 0.628, "elements": ["N", "C", "O", "H", "H", "H", "H", "H", "S", "H", "H"], "positions_angstrom": [[-0.71, 2.27, -1.07], [-0.33, 0.91, -0.79], [-1.46, 0.03, -0.76], [-1.23, 2.32, -1.94], [-1.36, 2.54, -0.34], [0.39, 0.52, -1.53], [0.14, 0.92, 0.18], [-1.23, -0.65, -0.10], [1.26, -1.54, 1.38], [0.38, -2.41, 0.91], [1.93, -1.45, 0.22]], "lowdin_charge": [0.02, -0.39, -0.09, 0.07, 0.07, 0.11, 0.07, 0.04, 0.52, -0.22, -0.20]}